{
  "formula": "C2H2Br3ClS",
  "method": "ωB97M-V/def2-TZVPD",
  "multiplicity": 1,
  "charge": 0,
  "e_above_lowest_kcal_mol": 62.3,
  "symbols": ["C", "C", "S", "Cl", "Br", "Br", "Br", "H", "H"],
  "coordinates": [[-1.90, 1.47, 0.05], [1.16, -1.35, -0.61], [-1.23, 1.74, 1.51], [-2.17, 0.25, 2.66], [-1.22, 2.50, -1.35], [1.56, -0.83, 1.17], [2.18, -0.31, -1.95], [0.09, -1.05, -0.96], [1.53, -2.42, -0.53]]
}